{"formula": "C37H41IN3O2PSe2W", "method": "ωB97M-V/def2-TZVPD", "total_energy_ev": -197508.2616, "multiplicity": 1, "orbital_gap_ev": [5.4, 5.4], "de_lowest_ev": 1.251, "elements": ["W", "C", "C", "C", "C", "N", "C", "C", "C", "C", "C", "C", "N", "H", "H", "H", "H", "H", "H", "H", "H", "C", "C", "C", "C", "C", "C", "P", "C", "C", "C", "C", "C", "C", "C", "C", "C", "C", "C", "C", "H", "H", "H", "H", "H", "H", "H", "H", "H", "H", "H", "H", "H", "H", "O", "C", "C", "C", "O", "C", "Se", "C", "Se", "H", "H", "H", "H", "H", "H", "H", "H", "H", "H", "I", "C", "C", "C", "C", "N", "H", "H", "H", "H", "H", "H", "H", "H", "H"], "positions_angstrom": [[-0.94794, -0.70421, 0.08820], [0.98142, -1.84183, -3.87948], [0.78079, -0.68551, -4.64008], [0.23433, 0.42845, -4.05058], [-0.09557, 0.37341, -2.68813], [0.01834, -0.77339, -1.98573], [0.56544, -1.84967, -2.57044], [-0.52260, 1.52259, -1.90585], [-0.65008, 2.82030, -2.42785], [-0.95152, 3.86491, -1.59666], [-1.12017, 3.60971, -0.22621], [-0.99748, 2.33766, 0.24293], [-0.70913, 1.27394, -0.57026], [1.42231, -2.73166, -4.30646], [1.05976, -0.66195, -5.68583], [0.09543, 1.33567, -4.62012], [0.65039, -2.72560, -1.94336], [-0.49297, 2.99226, -3.48303], [-1.04523, 4.86866, -1.98903], [-1.34060, 4.40475, 0.47288], [-1.11262, 2.09070, 1.28489], [6.90468, 0.79573, -1.69857], [5.95450, 0.18068, -2.50129], [4.62026, 0.18778, -2.12335], [4.21574, 0.78858, -0.92953], [5.18162, 1.40261, -0.13370], [6.51552, 1.41058, -0.51761], [2.42028, 0.70534, -0.53936], [2.27679, 2.03057, 0.70703], [2.36080, 3.35857, 0.28550], [2.14768, 4.39726, 1.17597], [1.82719, 4.12643, 2.50211], [1.74199, 2.81077, 2.93079], [1.97319, 1.76989, 2.03845], [2.28566, -0.85764, 0.42383], [3.45986, -1.45643, 0.89789], [3.45285, -2.72154, 1.45844], [2.25915, -3.41520, 1.52358], [1.08755, -2.81982, 1.08292], [1.03706, -1.52412, 0.54238], [7.94634, 0.79908, -1.99462], [6.25144, -0.29584, -3.42760], [3.87282, -0.27856, -2.75784], [4.88442, 1.87782, 0.79335], [7.25438, 1.89333, 0.11013], [2.58493, 3.57879, -0.75353], [2.22154, 5.42297, 0.83496], [1.65214, 4.93951, 3.19595], [1.50108, 2.58680, 3.96386], [1.91670, 0.74286, 2.37415], [4.40101, -0.92824, 0.81505], [4.37265, -3.16308, 1.82286], [2.23128, -4.42245, 1.92452], [0.16715, -3.38004, 1.17535], [-2.75410, -0.25710, -1.61977], [-3.82087, -1.09728, -2.06296], [-4.63777, -1.59879, -0.88174], [-5.88541, -2.30126, -1.47350], [-5.59817, -3.46972, -2.21889], [-5.24456, -0.40981, -0.11395], [-4.04896, 0.66740, 1.02644], [-3.87839, -2.62781, -0.00826], [-1.98370, -3.00263, -0.43695], [-2.38569, 0.21585, -2.37685], [-3.39891, -1.94281, -2.61292], [-4.47058, -0.51150, -2.72244], [-6.45988, -1.58543, -2.07628], [-6.52151, -2.62724, -0.65016], [-5.11882, -3.23664, -3.01891], [-6.04658, -0.77293, 0.52748], [-5.67603, 0.28757, -0.83236], [-4.34497, -3.59880, -0.16164], [-3.98315, -2.37665, 1.04745], [-5.38731, 2.78617, 0.98863], [-2.07262, 0.19283, 3.92990], [-1.21397, -0.86255, 3.22595], [-1.81224, -2.25049, 3.45271], [0.20588, -0.79199, 3.80080], [-1.19469, -0.60251, 1.80154], [-1.95609, 0.09448, 5.01112], [-3.12781, 0.08477, 3.68335], [-1.75077, 1.19725, 3.64297], [-1.91845, -2.43913, 4.52384], [-1.17702, -3.02353, 3.02343], [-2.79735, -2.32224, 2.98928], [0.20104, -1.16170, 4.82845], [0.55095, 0.24353, 3.82197], [0.90587, -1.39147, 3.22037]], "forces_ev_per_a": [[0.28, -0.09, -1.68], [0.01, -0.11, 0.10], [-0.03, 0.10, -0.06], [0.14, -0.16, -0.02], [-0.03, 0.30, 0.13], [-0.26, 0.05, 0.10], [0.03, 0.07, -0.10], [0.12, -0.12, 0.03], [-0.06, 0.05, 0.13], [0.02, 0.05, -0.18], [-0.02, -0.06, 0.16], [0.06, 0.06, -0.19], [0.00, -0.38, 0.16], [-0.01, 0.02, -0.01], [0.01, -0.01, 0.01], [0.00, 0.00, 0.03], [0.01, -0.06, 0.00], [-0.01, -0.02, 0.00], [0.00, -0.01, 0.02], [0.01, 0.00, -0.02], [0.00, 0.02, 0.11], [0.05, 0.00, -0.02], [-0.02, -0.01, -0.03], [-0.04, 0.02, 0.06], [0.01, -0.06, -0.03], [-0.08, 0.02, -0.01], [-0.01, 0.01, 0.02], [0.04, 0.06, -0.09], [-0.09, -0.02, 0.13], [-0.02, -0.01, -0.04], [0.02, 0.03, 0.02], [0.01, 0.02, 0.00], [-0.01, -0.03, 0.00], [0.02, 0.00, 0.01], [0.01, -0.22, -0.09], [-0.09, 0.08, -0.05], [0.10, 0.00, 0.03], [-0.05, -0.13, 0.03], [-0.04, 0.11, 0.04], [0.12, 0.06, -0.03], [-0.01, 0.00, 0.00], [0.00, 0.00, 0.01], [0.02, 0.00, 0.00], [0.02, 0.01, 0.01], [-0.01, 0.00, 0.00], [-0.01, -0.01, 0.00], [0.00, -0.01, 0.00], [0.00, -0.01, -0.01], [0.00, 0.03, -0.01], [0.01, 0.04, -0.04], [0.00, -0.01, 0.00], [-0.01, 0.02, -0.02], [0.00, 0.02, 0.00], [-0.03, -0.03, 0.01], [-0.01, 0.03, 0.41], [0.03, -0.08, -0.05], [-0.03, 0.07, -0.10], [0.07, -0.03, -0.10], [-0.01, 0.02, 0.06], [-0.05, -0.04, -0.05], [-0.01, -0.20, -0.01], [-0.05, -0.02, -0.06], [0.03, 0.11, 0.21], [0.06, 0.09, 0.01], [-0.02, -0.01, 0.00], [0.02, 0.03, 0.00], [0.01, 0.00, 0.01], [0.00, -0.01, 0.00], [0.01, 0.01, -0.01], [0.00, 0.03, 0.06], [0.00, 0.04, 0.03], [-0.03, -0.02, 0.08], [0.15, 0.04, 0.01], [-0.07, 0.02, -0.02], [0.02, 0.04, 0.00], [0.04, 0.18, 0.07], [0.00, -0.02, 0.06], [-0.03, 0.03, 0.04], [-0.22, 0.11, 0.76], [-0.02, 0.00, 0.00], [0.01, -0.02, 0.00], [0.01, 0.00, 0.02], [0.01, 0.00, -0.02], [0.02, -0.01, -0.04], [0.00, 0.02, 0.00], [-0.02, -0.01, 0.00], [-0.03, -0.07, -0.02], [-0.02, 0.01, 0.00]], "lowdin_charge": [1.240, -0.050, -0.061, -0.011, -0.288, -0.070, -0.139, -0.271, -0.017, -0.066, -0.062, -0.160, -0.086, 0.107, 0.108, 0.105, 0.097, 0.105, 0.106, 0.113, 0.091, -0.095, -0.089, -0.105, -0.384, -0.097, -0.084, 1.127, -0.390, -0.116, -0.094, -0.092, -0.083, -0.092, -0.379, -0.094, -0.091, -0.096, -0.187, -0.307, 0.099, 0.100, 0.091, 0.105, 0.102, 0.109, 0.102, 0.099, 0.101, 0.076, 0.093, 0.100, 0.102, 0.018, -0.216, -0.229, -0.549, -0.225, -0.038, -0.500, 0.406, -0.484, 0.662, 0.086, 0.101, 0.141, 0.131, 0.134, 0.087, 0.072, 0.048, 0.049, 0.041, 0.330, -0.075, -0.675, -0.040, -0.031, -0.204, 0.087, 0.031, 0.076, 0.088, 0.071, 0.068, 0.090, 0.058, 0.067]}